ORCA calculation (ωB97M-V/def2-TZVPD) on a 2-piece molecular cluster, C4H12 overall in a non-equilibrium geometry.

The geometry in XYZ format:
```
16
Properties=species:S:1:pos:R:3:nbo_charge:R:1
C -0.274 -1.861 -1.050 -0.620
C -1.555 -1.041 -0.954 -0.614
H -0.074 -2.380 -0.114 0.205
H -0.312 -2.747 -1.763 0.211
H 0.673 -1.166 -1.332 0.200
H -1.810 -1.252 0.198 0.200
H -2.280 -1.419 -1.574 0.208
H -1.401 0.020 -1.036 0.212
C 1.609 1.804 1.036 -0.615
C 0.192 1.138 0.928 -0.613
H 2.210 1.185 0.323 0.206
H 1.487 2.887 0.773 0.208
H 1.989 1.652 2.043 0.203
H -0.558 1.935 0.736 0.202
H 0.129 0.640 1.870 0.206
H 0.114 0.403 0.116 0.202
```

HOMO energy	-11.2	eV
energy relative to the best compared isomer or geometry (same formula, charge and spin)	1.2719	eV
Kohn-Sham gap	0.454	hartree
E_tot	-4341.2564	eV

=====

ORCA calculation (ωB97M-V/def2-TZVPD) on a 3-piece molecular cluster, C3H4N4O overall in a non-equilibrium geometry.

The geometry in XYZ format:
```
12
Properties=species:S:1:pos:R:3:nbo_charge:R:1
N -1.454 -2.220 -0.339 -0.438
C -1.048 -1.127 -0.676 0.428
C 0.117 -0.247 -0.635 0.173
N 1.371 -0.660 -0.665 -0.214
N 2.038 0.416 -0.249 -0.335
C 1.190 1.339 0.228 0.189
N -0.038 1.004 -0.120 -0.467
H 3.040 0.501 -0.385 0.427
H 1.488 2.175 0.855 0.223
O -2.418 -0.198 0.585 -1.068
H -1.793 0.528 0.763 0.517
H -2.493 -1.511 0.640 0.566
```

HOMO energy	-9.3	eV
energy relative to the best compared isomer or geometry (same formula, charge and spin)	4.9861	eV
Kohn-Sham gap	0.349	hartree
E_tot	-11178.9830	eV

=====

ORCA calculation (ωB97M-V/def2-TZVPD) on one molecule with the formula C4H5N3 in a non-equilibrium geometry.

The geometry in XYZ format:
```
12
Properties=species:S:1:pos:R:3:nbo_charge:R:1
C 1.613 0.191 -0.363 -0.428
N 0.477 -0.489 0.302 -0.597
C -0.797 0.199 0.536 -0.222
C -1.297 0.457 -0.822 0.251
N -1.456 0.546 -1.965 -0.289
C -1.814 -0.561 1.340 0.272
N -2.638 -1.098 1.953 -0.262
H 1.513 1.279 -0.392 0.206
H 1.820 -0.108 -1.406 0.205
H 2.502 -0.050 0.223 0.210
H 0.330 -1.403 -0.108 0.381
H -0.679 1.146 1.095 0.273
```

HOMO energy	-10.1	eV
energy relative to the best compared isomer or geometry (same formula, charge and spin)	2.2815	eV
Kohn-Sham gap	0.392	hartree
E_tot	-8697.5308	eV

=====

ORCA calculation (ωB97M-V/def2-TZVPD) on an isolated ion of composition CH5N4O2 and charge -1 in a non-equilibrium geometry.

The geometry in XYZ format:
```
12
Properties=species:S:1:pos:R:3:nbo_charge:R:1
C -1.750 -0.084 -0.053 0.838
N 1.407 -1.250 -0.581 -0.685
N 0.264 1.385 0.188 -0.899
N 0.607 -0.902 0.595 -0.355
N -0.307 0.007 0.524 0.030
O -1.933 0.660 -0.990 -0.717
O -2.435 -0.871 0.529 -0.665
H 0.901 -1.828 -1.238 0.355
H 1.716 -0.384 -1.034 0.338
H 0.671 1.912 0.944 0.160
H -0.473 1.901 -0.278 0.375
H 1.331 -0.546 1.393 0.225
```

HOMO energy (spin up / spin down)	0.6 / -6.2	eV
Kohn-Sham gap (spin up / spin down)	0.133 / 0.284	hartree
multiplicity	3
total charge	-1
E_tot	-11167.9764	eV

=====

ORCA calculation (ωB97M-V/def2-TZVPD) on C3H4N2S as an isolated structure in a non-equilibrium geometry.

The geometry in XYZ format:
```
10
Properties=species:S:1:pos:R:3:nbo_charge:R:1
C -0.817 -1.811 1.348 0.528
C -0.229 -0.245 0.127 0.469
C -0.218 1.150 -1.309 -0.345
N -1.204 -1.113 0.414 -0.270
N 0.831 -0.409 0.926 -0.623
S 0.669 -1.669 2.097 0.956
H -0.393 0.561 -2.207 0.266
H 0.762 1.591 -1.197 0.243
H -1.072 1.765 -1.037 0.265
H 1.671 0.180 0.837 0.510
```

HOMO energy (spin up / spin down)	-22.6 / -22.6	eV
energy relative to the best compared isomer or geometry (same formula, charge and spin)	0.9982	eV
Kohn-Sham gap (spin up / spin down)	0.284 / 0.284	hartree
total charge	+2
E_tot	-16964.7358	eV

=====

ORCA calculation (ωB97M-V/def2-TZVPD) on C4H12Fe2NO7 as an isolated structure in a non-equilibrium geometry.

The geometry in XYZ format:
```
26
Properties=species:S:1:pos:R:3:nbo_charge:R:1
Fe -4.711 -1.886 -3.278 0.972
Fe -3.897 0.678 2.062 0.968
N -2.837 -0.735 -0.765 0.772
O -1.767 -1.178 -1.071 -0.450
O -3.736 -0.872 -1.539 -0.613
O -2.946 -0.058 0.214 -0.625
C 0.069 1.846 -1.486 -0.077
C 0.677 2.465 -0.200 -0.096
O -0.250 2.540 0.794 -0.465
O -0.692 2.849 -2.135 -0.478
H -0.530 0.975 -1.221 0.249
H 0.893 1.490 -2.105 0.243
H 1.180 3.428 -0.286 0.258
H 1.494 1.871 0.209 0.269
H -0.203 1.809 1.415 0.507
H -0.331 2.996 -3.012 0.514
C 2.486 -1.986 1.510 -0.103
C 1.024 -2.157 1.034 -0.089
O 0.877 -1.184 -0.008 -0.734
O 2.793 -0.768 2.239 -0.739
H 3.151 -2.330 0.717 0.194
H 2.716 -2.863 2.114 0.186
H 0.207 -1.865 1.694 0.166
H 0.839 -3.073 0.473 0.203
H -0.068 -1.146 -0.172 0.471
H 3.564 -0.848 2.804 0.496
```

HOMO energy (spin up / spin down)	-14.9 / -14.9	eV
Kohn-Sham gap (spin up / spin down)	0.254 / 0.123	hartree
multiplicity	10
total charge	+2
E_tot	-88909.7937	eV

=====

ORCA calculation (ωB97M-V/def2-TZVPD) on COP2 as an isolated structure in a non-equilibrium geometry.

The geometry in XYZ format:
```
4
Properties=species:S:1:pos:R:3:nbo_charge:R:1
C -0.615 0.149 0.004 0.226
O -1.644 -0.400 -0.004 -0.465
P 1.475 -0.854 0.000 0.022
P 0.784 1.106 -0.001 0.217
```

HOMO energy	-8.0	eV
energy relative to the best compared isomer or geometry (same formula, charge and spin)	1.0594	eV
Kohn-Sham gap	0.238	hartree
E_tot	-21659.5597	eV

=====

ORCA calculation (ωB97M-V/def2-TZVPD) on C22H21BrN7O2SSeW as an isolated structure in a non-equilibrium geometry.

The geometry in XYZ format:
```
56
Properties=species:S:1:pos:R:3:nbo_charge:R:1
W 0.353 0.088 0.564 1.241
C -2.155 -3.654 0.494 -0.683
C -1.116 -2.613 0.198 0.338
N -0.891 -1.591 1.085 -0.283
N -1.683 -1.642 2.240 -0.453
C -2.581 -0.653 2.454 0.265
N -3.473 -0.765 3.447 -0.781
S -2.454 0.734 1.529 -0.032
C -0.307 -2.632 -0.953 0.097
C -0.341 -3.652 -1.940 -0.170
C 0.478 -3.583 -3.032 -0.155
C 1.368 -2.506 -3.146 -0.176
C 1.379 -1.560 -2.152 0.069
N 0.565 -1.568 -1.091 -0.383
H -3.104 -3.185 0.758 0.256
H -1.842 -4.305 1.314 0.248
H -2.329 -4.283 -0.371 0.247
H -1.761 -2.542 2.707 0.402
H -3.589 -1.604 3.989 0.400
H -4.108 0.003 3.591 0.436
H -0.982 -4.506 -1.810 0.230
H 0.448 -4.348 -3.792 0.241
H 2.051 -2.417 -3.972 0.242
H 2.094 -0.748 -2.199 0.236
O 2.824 2.662 5.092 -0.628
C 1.999 1.912 4.376 0.402
C 0.791 1.395 4.874 -0.347
C -0.003 0.626 4.058 0.095
N 0.332 0.342 2.792 -0.542
C 1.492 0.831 2.294 0.190
Br -0.068 2.809 0.793 -0.356
C 2.357 1.594 3.062 -0.376
H 2.521 2.778 6.004 0.495
H 0.489 1.596 5.890 0.227
H -0.941 0.228 4.417 0.202
H 3.280 1.979 2.659 0.242
O -0.801 0.437 -0.840 -0.726
C -0.993 1.055 -1.998 0.432
C -2.236 1.005 -2.637 -0.267
C -2.430 1.646 -3.840 -0.164
C -1.386 2.343 -4.438 -0.233
C -0.158 2.419 -3.818 -0.152
C 0.067 1.786 -2.590 -0.203
C 1.338 1.882 -1.905 0.439
N 1.750 1.112 -0.879 -0.532
C 3.024 1.536 -0.570 -0.058
C 3.371 2.559 -1.394 -0.066
N 2.306 2.763 -2.220 -0.488
H -3.041 0.471 -2.152 0.228
H -3.398 1.605 -4.316 0.227
H -1.542 2.838 -5.382 0.227
H 0.642 2.968 -4.290 0.203
H 3.605 1.045 0.190 0.248
H 4.260 3.149 -1.453 0.239
H 2.232 3.490 -2.913 0.436
Se 2.295 -1.331 1.224 -0.224
```

HOMO energy (spin up / spin down)	-9.1 / -9.4	eV
Kohn-Sham gap (spin up / spin down)	0.170 / 0.182	hartree
total charge	+1
E_tot	-185725.2716	eV